Record 1
The following is a DFT calculation (ωB97M-V with the def2-TZVPD basis set) of 2 unconnected molecules or ions with the total composition C3H4O2 in a non-equilibrium geometry.

Positions of all 9 atoms, in Å:
C (-1.349, 1.063, 0.092)
C (1.898, -0.095, -0.095)
C (-0.547, 0.055, 0.187)
O (3.051, 0.294, 0.041)
O (-0.841, -1.227, 0.143)
H (-1.161, 2.002, 0.333)
H (-2.407, 0.731, -0.050)
H (1.754, -1.156, -0.064)
H (-0.398, -1.666, -0.587)

Cartesian forces, eV/Å:
C -2.83 -3.61 -0.49
C 2.98 1.31 1.37
C 2.47 0.20 -0.60
O -4.10 -0.21 -0.65
O 0.04 -0.66 0.20
H 1.09 4.02 0.64
H 0.66 0.59 0.08
H -0.48 -1.48 -0.33
H 0.16 -0.16 -0.23

Results
HOMO-LUMO gap (spin up / spin down) (eV): 8.57 / 8.37
Total charge: 0
LUMO (spin up / spin down) (eV): -0.1562 / -0.1813
Energy relative to the best compared isomer or geometry (same formula, charge and spin) (kJ/mol): 516.4



Record 2
The following is a DFT calculation (ωB97M-V with the def2-TZVPD basis set) of a single C3H4O2 molecule.

Positions of all 9 atoms, in Å:
O (-1.273, -0.597, -0.951)
C (-0.233, 0.292, -0.697)
C (0.889, -0.276, 0.109)
O (1.356, 0.922, 0.730)
C (-0.046, 0.603, 0.754)
H (-1.216, -1.259, -0.242)
H (-0.086, 0.999, -1.507)
H (1.307, -1.270, 0.184)
H (-0.699, 0.587, 1.619)

Cartesian forces, eV/Å:
O 0.16 -0.22 0.13
C 0.16 0.25 -0.09
C 0.04 -0.42 -0.26
O -0.13 0.17 -0.24
C -0.21 -0.05 0.31
H -0.32 0.03 -0.31
H -0.04 0.09 0.11
H -0.02 0.19 0.40
H 0.35 -0.04 -0.06

Results
HOMO-LUMO gap (eV): 10.20
Total charge: 0
LUMO (eV): 0.9134
Energy relative to the best compared isomer or geometry (same formula, charge and spin) (kJ/mol): 359.6



Record 3
The following is a DFT calculation (ωB97M-V with the def2-TZVPD basis set) of a molecular structure, C3H4O2 in a non-equilibrium geometry.

Positions of all 9 atoms, in Å:
C (-0.725, -1.051, -0.805)
C (0.465, -0.323, -0.272)
C (0.278, 0.762, 0.729)
O (-1.344, -2.026, -0.509)
O (-0.717, -0.013, -1.639)
H (1.379, -0.542, -0.818)
H (0.688, 1.826, 0.439)
H (0.680, 0.526, 1.753)
H (-0.704, 0.842, 1.121)

Cartesian forces, eV/Å:
C -1.52 2.71 -2.94
C 4.36 0.12 4.26
C 1.72 0.59 1.30
O 0.90 0.68 -0.01
O -3.81 -2.49 -1.70
H -0.10 -0.05 0.56
H -0.79 -2.08 0.23
H 0.87 0.12 -0.96
H -1.62 0.39 -0.76

Results
HOMO-LUMO gap (spin up / spin down) (eV): 8.13 / 7.98
Total charge: 0
LUMO (spin up / spin down) (eV): 0.9023 / -3.4543
Multiplicity: 3
Energy relative to the best compared isomer or geometry (same formula, charge and spin) (kJ/mol): 115.8



Record 4
The following is a DFT calculation (ωB97M-V with the def2-TZVPD basis set) of a molecular structure, C3H4O2Rb in a non-equilibrium geometry.

Positions of all 10 atoms, in Å:
O (-0.926, 1.020, -0.617)
C (-1.680, -0.033, -0.220)
C (-1.679, -0.355, 1.238)
O (4.569, -0.079, -1.008)
C (5.246, -0.931, -0.702)
Rb (1.950, 2.230, -1.566)
H (-1.025, -1.126, -0.042)
H (-1.341, 0.419, 1.938)
H (-2.398, -1.096, 1.612)
H (-2.718, -0.048, -0.633)

Cartesian forces, eV/Å:
O 0.24 -0.52 -0.31
C 1.68 -0.07 1.50
C -0.94 1.03 1.06
O 0.19 -0.25 0.10
C -0.24 0.29 -0.11
Rb -1.03 -0.53 0.39
H -0.98 0.84 -2.02
H 0.10 -0.27 -0.08
H 0.32 0.20 -0.21
H 0.66 -0.72 -0.34

Results
HOMO-LUMO gap (spin up / spin down) (eV): 3.32 / 4.74
Total charge: 0
LUMO (spin up / spin down) (eV): -1.1247 / -1.1403
Multiplicity: 2
Energy relative to the best compared isomer or geometry (same formula, charge and spin) (kJ/mol): 248.1



Record 5
The following is a DFT calculation (ωB97M-V with the def2-TZVPD basis set) of a molecular structure, C3H4O2Rb in a non-equilibrium geometry.

Positions of all 10 atoms, in Å:
C (0.573, 0.076, -0.551)
C (1.762, -0.546, -0.491)
H (2.647, -0.140, -0.982)
H (1.837, -1.507, 0.017)
C (-0.457, -0.336, 0.418)
O (-1.457, 0.340, 0.612)
Rb (-4.478, 0.600, 2.243)
H (-0.324, -1.330, 0.887)
O (0.373, 1.231, -1.210)
H (-0.475, 1.612, -0.942)

Cartesian forces, eV/Å:
C 0.65 0.11 1.10
C -0.23 -0.09 -0.33
H -0.30 -0.21 0.01
H 0.02 0.38 0.00
C -0.54 -0.39 -0.94
O 0.01 -0.05 0.33
Rb 0.28 -0.01 -0.15
H 0.14 0.34 0.10
O -0.02 0.04 -0.15
H -0.01 -0.12 0.04

Results
HOMO-LUMO gap (eV): 8.25
Total charge: +1
LUMO (eV): -4.0878
Energy relative to the best compared isomer or geometry (same formula, charge and spin) (kJ/mol): 0.0



Record 6
The following is a DFT calculation (ωB97M-V with the def2-TZVPD basis set) of a molecular structure, C3H4O2Ru in a non-equilibrium geometry.

Positions of all 10 atoms, in Å:
O (0.148, 0.878, -0.043)
Ru (1.842, -1.162, -0.738)
C (0.098, 0.714, 1.227)
O (0.312, -0.591, 1.524)
C (0.223, -0.953, 2.892)
H (-0.722, -0.600, 3.323)
H (0.264, -2.047, 2.943)
H (1.066, -0.527, 3.451)
C (0.191, -0.192, -1.210)
H (-0.012, 0.165, -2.229)

Cartesian forces, eV/Å:
O -0.30 0.00 -1.75
Ru -0.32 -0.13 0.27
C 0.17 -2.01 -0.63
O 0.06 1.44 -1.35
C -0.01 -0.38 1.65
H 0.31 -0.12 -0.21
H -0.04 0.34 -0.11
H -0.26 -0.11 -0.18
C 0.70 0.39 1.61
H -0.31 0.58 0.70

Results
HOMO-LUMO gap (spin up / spin down) (eV): 8.09 / 6.40
Total charge: +1
LUMO (spin up / spin down) (eV): -5.5540 / -7.3555
Multiplicity: 6
Energy relative to the best compared isomer or geometry (same formula, charge and spin) (kJ/mol): 266.6